1.
{
  "formula": "C3H4InO2",
  "method": "ωB97M-V/def2-TZVPD",
  "symbols": ["C", "C", "O", "C", "O", "H", "H", "H", "In", "H"],
  "positions_angstrom": [[0.871158, -1.244192, -0.336951], [1.961597, -0.766949, -0.967777], [-2.317841, 0.550310, -0.316106], [-2.622407, 1.360533, 0.582690], [-1.462904, 1.436392, 1.420871], [0.730765, -2.329368, -0.472851], [2.706101, -1.412401, -1.454839], [-1.518101, 2.128726, 2.086283], [-0.540496, -0.041032, 0.416634], [2.192124, 0.317980, -0.957954]],
  "forces_ev_per_a": [[2.14, -1.56, -1.49], [-0.25, 1.00, 0.77], [-0.84, 0.29, 0.27], [-1.89, 0.82, -0.79], [0.06, 0.69, 0.85], [-0.40, 0.55, 0.60], [-0.57, 0.21, 0.12], [0.05, 0.27, 0.51], [1.64, -1.46, -0.72], [0.05, -0.81, -0.12]],
  "total_charge": 1,
  "de_lowest_kcal_mol": 0.00,
  "homo_lumo_gap_ev": 8.820
}

---

2.
{
  "formula": "C3H4InO2",
  "method": "ωB97M-V/def2-TZVPD",
  "symbols": ["C", "C", "H", "H", "C", "O", "In", "H", "O", "H"],
  "positions_angstrom": [[-0.038269, -0.630380, 0.159789], [-1.083097, -1.354421, -0.282178], [-1.426481, -2.239171, 0.254334], [-1.565912, -1.083849, -1.219789], [0.136250, 0.710459, -0.398274], [0.893558, 1.518279, 0.141180], [1.596820, 3.266911, -0.109854], [-0.360844, 0.935613, -1.356121], [0.645205, -0.934601, 1.274278], [1.202771, -0.188841, 1.536636]],
  "forces_ev_per_a": [[0.70, 2.36, 0.88], [-0.39, -0.34, -0.77], [0.10, 0.14, -0.10], [-0.04, -0.06, 0.26], [-2.69, -4.47, -2.35], [1.27, -0.11, 2.12], [1.09, 2.83, -0.35], [-0.02, -0.01, 0.43], [-0.10, 0.01, -0.35], [0.08, -0.35, 0.24]],
  "total_charge": 2,
  "de_lowest_kcal_mol": 0.00,
  "homo_lumo_gap_ev": [7.765, 3.811],
  "multiplicity": 2
}

---

3.
{
  "formula": "C3H4IrLiO3",
  "method": "ωB97M-V/def2-TZVPD",
  "symbols": ["O", "C", "C", "H", "H", "H", "H", "Li", "O", "C", "O", "Ir"],
  "positions_angstrom": [[-0.246923, -0.642002, -0.938896], [-0.517433, 0.668516, -0.881873], [-1.329802, 1.086784, 0.253597], [1.090936, 0.776810, -0.442797], [-0.921567, 1.001723, -1.853094], [-1.902725, 0.334861, 0.804176], [-1.426600, 2.156165, 0.453816], [0.177780, -2.555045, -0.628611], [1.962476, -1.684213, -0.538458], [1.513939, -0.666357, -0.003005], [1.184618, -0.732107, 1.233601], [0.415299, 0.254860, 2.541548]],
  "forces_ev_per_a": [[-3.50, 0.62, -0.77], [-1.18, -2.12, 1.67], [1.07, 0.03, -1.39], [0.88, -1.09, 0.27], [0.96, 1.12, -0.66], [0.20, 0.04, 0.18], [-0.22, -0.03, -0.21], [-0.05, -1.49, -0.67], [-0.87, 4.16, 0.57], [3.22, -2.11, -2.29], [0.29, -0.94, 0.46], [-0.80, 1.82, 2.85]],
  "total_charge": 3,
  "homo_lumo_gap_ev": [8.067, 6.655],
  "multiplicity": 6
}

---

4.
{
  "formula": "C3H4Li2O3",
  "method": "ωB97M-V/def2-TZVPD",
  "symbols": ["O", "C", "C", "Li", "H", "H", "H", "O", "C", "Li", "O", "H"],
  "positions_angstrom": [[-0.743866, 1.398388, 1.187483], [-0.266140, 2.296055, 0.509600], [0.520999, 2.086700, -0.728677], [-0.960901, -0.464805, 1.318628], [-0.198490, 1.945760, -1.557402], [1.251947, 1.283335, -0.547424], [1.119200, 2.990814, -0.922979], [-0.308554, -2.139216, 0.904949], [-0.325099, -2.976251, 0.002851], [0.323559, -5.555975, -1.087990], [-0.123448, -4.193787, 0.011121], [-0.289207, 3.328981, 0.909839]],
  "forces_ev_per_a": [[-0.10, 0.13, -0.46], [0.58, 0.09, 1.07], [0.32, 0.57, -0.07], [0.18, -0.15, -0.04], [0.62, -0.31, 0.17], [-0.62, -0.15, -0.47], [-0.39, -0.24, -0.11], [-0.23, 0.15, -0.13], [-0.02, 0.35, 0.24], [-0.16, 0.36, 0.35], [0.23, -0.58, -0.40], [-0.43, -0.22, -0.15]],
  "total_charge": 1,
  "de_lowest_kcal_mol": 0.00,
  "homo_lumo_gap_ev": [7.283, 10.580],
  "multiplicity": 2
}

---

5.
{
  "formula": "C3H4Li2O5",
  "method": "ωB97M-V/def2-TZVPD",
  "symbols": ["C", "C", "O", "O", "H", "H", "H", "Li", "O", "C", "O", "O", "Li", "H"],
  "positions_angstrom": [[0.632327, -0.527529, -1.846373], [1.001131, 0.915595, -2.113279], [1.953024, 1.232763, -2.781816], [-0.580538, -0.669371, -1.147937], [1.426705, -0.961176, -1.219624], [0.619888, -1.080593, -2.798159], [0.345786, 1.674341, -1.625645], [-0.743001, -1.073668, 0.716123], [-2.038733, -0.040344, 1.863600], [-1.048749, 0.157855, 2.635744], [0.136564, -0.229400, 2.213877], [-1.120909, 0.636020, 3.815521], [0.767806, 0.320576, 3.928571], [-1.351304, -0.355064, -1.640604]],
  "forces_ev_per_a": [[0.48, -0.23, -0.49], [0.42, 0.48, -0.14], [-0.54, -0.25, 0.33], [-0.50, -0.16, 0.31], [-0.26, 0.11, -0.17], [0.05, 0.15, 0.21], [0.09, -0.15, -0.10], [-0.37, 0.78, 0.79], [0.49, -0.22, -0.29], [-1.38, -0.18, 0.35], [1.46, -0.45, -0.35], [0.63, 0.14, 0.01], [-0.88, 0.00, -0.48], [0.31, -0.01, 0.02]],
  "total_charge": 0,
  "de_lowest_kcal_mol": 0.00,
  "homo_lumo_gap_ev": 8.054
}

---

6.
{
  "formula": "C3H4LiMgO3",
  "method": "ωB97M-V/def2-TZVPD",
  "symbols": ["H", "C", "C", "O", "Li", "O", "H", "H", "Mg", "C", "O", "H"],
  "positions_angstrom": [[0.852592, -2.042189, 1.510303], [0.470568, -1.175588, 0.932560], [1.120558, 0.028070, 1.527169], [0.472132, 1.120231, 1.588718], [-1.457114, 0.582113, 1.484926], [-0.908288, -1.083405, 0.939894], [0.893134, -1.294975, -0.088265], [2.212327, 0.036701, 1.679495], [-2.246686, -2.308963, 0.133400], [1.498575, 3.021185, 1.789229], [0.626420, 3.947819, 1.837707], [0.991810, 4.819680, 2.080554]],
  "forces_ev_per_a": [[-0.09, 0.06, -0.19], [0.05, -0.43, 0.66], [-1.44, 2.96, -1.53], [0.39, -3.92, 1.01], [0.31, -0.24, -0.25], [0.24, 0.32, 0.10], [0.09, 0.13, 0.21], [-0.23, 0.06, 0.40], [-0.30, -0.08, -0.08], [1.70, 0.88, -0.28], [-0.67, 0.29, -0.81], [-0.05, -0.03, 0.78]],
  "total_charge": 0,
  "de_lowest_kcal_mol": 101.62,
  "homo_lumo_gap_ev": [4.857, 4.857],
  "multiplicity": 2
}

---

7.
{
  "formula": "C3H4LiO3Sc",
  "method": "ωB97M-V/def2-TZVPD",
  "symbols": ["H", "C", "C", "O", "C", "O", "Sc", "O", "H", "H", "H", "Li"],
  "positions_angstrom": [[-2.123731, -1.682427, -0.010906], [-1.272164, -1.099887, -0.411627], [-0.023737, -1.537995, 0.326752], [1.252898, -1.371795, -0.307739], [1.677464, -0.347970, -1.143801], [1.771793, 0.826817, -0.155117], [0.080578, 0.690823, 0.931838], [-1.520344, 0.284284, -0.179168], [-1.205713, -1.281936, -1.504276], [-0.067727, -2.565016, 0.704625], [2.172166, 1.557749, -0.628974], [-2.738539, 1.317445, -0.886666]],
  "forces_ev_per_a": [[0.51, 0.16, -0.08], [0.66, -1.54, -0.69], [-1.59, 0.80, 2.58], [2.22, 2.47, -5.14], [-0.86, -2.62, 4.01], [0.71, -0.51, -1.56], [-1.46, -1.22, 1.48], [-0.50, 1.62, -0.33], [-0.10, 0.14, 0.28], [0.18, 0.50, -0.19], [0.42, 0.32, -0.29], [-0.19, -0.12, -0.05]],
  "total_charge": 1,
  "homo_lumo_gap_ev": [5.506, 6.642],
  "multiplicity": 2
}

---

8.
{
  "formula": "C3H4LiO3V",
  "method": "ωB97M-V/def2-TZVPD",
  "symbols": ["C", "C", "O", "C", "O", "O", "H", "H", "H", "V", "Li", "H"],
  "positions_angstrom": [[0.619304, 0.061180, -0.770497], [-0.061210, -0.040212, 0.562384], [-1.178038, -0.918092, 0.427824], [-2.014435, -1.056725, 1.437508], [-1.803265, -0.414008, 2.502231], [1.609790, 0.744777, -0.928663], [0.195864, -0.540814, -1.599114], [-0.377793, 0.964631, 0.879801], [0.655243, -0.419897, 1.306770], [-3.381429, -1.426708, 2.669875], [2.715653, 1.264682, -2.428361], [3.020317, 1.781186, -4.059758]],
  "forces_ev_per_a": [[0.71, 0.03, -0.73], [0.64, 0.78, 0.58], [-1.67, -0.93, 0.64], [3.21, 0.99, -2.88], [0.05, 0.35, 0.72], [-0.85, -0.48, 0.42], [0.02, 0.17, 0.16], [0.01, -0.28, -0.06], [-0.24, 0.03, -0.18], [-1.92, -0.72, 1.36], [0.24, 0.30, -0.66], [-0.19, -0.25, 0.62]],
  "total_charge": 1,
  "de_lowest_kcal_mol": 127.52,
  "homo_lumo_gap_ev": [2.349, 2.087],
  "multiplicity": 4
}

---

Repeat the sixth record exactly.
{
  "formula": "C3H4LiMgO3",
  "method": "ωB97M-V/def2-TZVPD",
  "symbols": ["H", "C", "C", "O", "Li", "O", "H", "H", "Mg", "C", "O", "H"],
  "positions_angstrom": [[0.852592, -2.042189, 1.510303], [0.470568, -1.175588, 0.932560], [1.120558, 0.028070, 1.527169], [0.472132, 1.120231, 1.588718], [-1.457114, 0.582113, 1.484926], [-0.908288, -1.083405, 0.939894], [0.893134, -1.294975, -0.088265], [2.212327, 0.036701, 1.679495], [-2.246686, -2.308963, 0.133400], [1.498575, 3.021185, 1.789229], [0.626420, 3.947819, 1.837707], [0.991810, 4.819680, 2.080554]],
  "forces_ev_per_a": [[-0.09, 0.06, -0.19], [0.05, -0.43, 0.66], [-1.44, 2.96, -1.53], [0.39, -3.92, 1.01], [0.31, -0.24, -0.25], [0.24, 0.32, 0.10], [0.09, 0.13, 0.21], [-0.23, 0.06, 0.40], [-0.30, -0.08, -0.08], [1.70, 0.88, -0.28], [-0.67, 0.29, -0.81], [-0.05, -0.03, 0.78]],
  "total_charge": 0,
  "de_lowest_kcal_mol": 101.62,
  "homo_lumo_gap_ev": [4.857, 4.857],
  "multiplicity": 2
}